No. 1
Here is C23H36HfP2 as an isolated structure in a non-equilibrium geometry from OMol25. Energies are from ωB97M-V with the def2-TZVPD basis set.

Properties
multiplicity	1
Kohn-Sham gap	6.876	eV
relative energy (zero: lowest compared OMol25 entry of this formula, charge and spin)	2.8	kJ/mol
E_LUMO	-0.2306	Ha
molar mass	552.98	g mol⁻¹
net charge	+2

Geometry as XYZ:
```
62
Properties=species:S:1:pos:R:3:forces:R:3
P -1.014 3.587 -0.344 0.16 0.48 -1.57
P -0.355 1.368 -3.207 0.81 0.62 -0.34
C -0.709 3.949 -2.151 0.07 -0.02 0.56
C -1.291 2.929 -3.128 -0.09 -0.16 -0.89
H 0.375 4.107 -2.272 -0.32 -0.20 -0.06
H -1.174 4.932 -2.315 0.06 -0.13 0.04
H -2.350 2.695 -2.929 0.35 0.18 -0.06
H -1.225 3.305 -4.152 -0.35 0.49 0.06
C 1.202 1.718 -4.007 -0.01 0.36 -1.37
H 1.824 0.812 -4.015 -0.18 0.29 -0.10
H 1.748 2.520 -3.491 -0.19 -0.24 -0.15
H 0.959 2.021 -5.041 0.66 -0.01 0.18
C -1.262 0.144 -4.155 -0.21 0.02 -1.01
H -1.012 0.333 -5.218 -0.47 -0.43 0.34
H -2.357 0.225 -4.005 0.58 -0.03 -0.11
H -0.926 -0.870 -3.870 -0.13 0.49 -0.19
C -0.340 5.079 0.479 0.35 -0.32 0.33
H -0.363 4.929 1.573 0.07 0.22 -0.44
H -0.995 5.938 0.212 0.40 -0.62 0.14
H 0.696 5.290 0.154 -0.52 -0.17 0.22
C -2.782 3.850 -0.156 -0.10 -0.14 0.11
H -3.368 3.142 -0.739 -0.06 0.02 0.02
H -2.999 4.868 -0.493 -0.10 -0.17 0.10
H -3.042 3.750 0.900 -0.15 0.07 -0.04
Hf -0.581 -0.558 1.584 3.41 -0.58 0.23
C -0.329 -1.707 -1.015 -0.35 -0.31 2.22
C 0.972 -1.401 -0.721 0.19 -0.10 -0.41
C 1.651 -0.146 -1.149 -0.08 1.86 0.02
C 1.903 0.911 -0.008 0.68 -0.29 -0.62
C 0.753 1.369 0.858 -1.46 -1.29 1.35
C -0.611 1.676 0.367 -0.04 1.73 0.50
C -1.289 0.756 -0.686 -1.54 -0.52 1.99
C -1.477 -0.821 -0.584 -0.97 0.97 -1.25
C -2.344 -1.127 2.746 -0.74 0.65 -0.27
H -0.624 -2.749 -1.167 0.14 0.04 0.71
H 1.641 -2.140 -0.280 -0.14 -0.51 -0.95
H 1.076 0.308 -2.000 0.41 -0.44 1.26
H 2.620 -0.374 -1.651 -0.45 -0.23 0.81
H 2.677 0.454 0.646 -0.40 0.52 -0.26
H 2.339 1.821 -0.455 0.26 -0.38 -0.13
H 1.094 1.993 1.705 -0.29 -0.16 -0.53
H -1.270 1.983 1.252 0.40 -0.80 -0.50
H -0.663 0.935 -1.659 -0.28 -0.44 0.98
H -2.317 1.140 -0.864 0.56 -0.20 0.20
H -1.968 -1.104 0.479 -0.34 -0.71 -1.69
H -2.405 -1.086 -1.119 0.37 0.32 -0.02
H -2.676 -2.176 2.572 0.36 0.60 0.30
H -3.221 -0.477 2.542 0.18 -0.32 0.45
H -2.020 -0.978 3.800 -0.31 -0.21 -0.32
C 0.786 -2.027 2.218 0.73 -1.82 0.87
C 1.294 -3.085 2.660 -1.03 3.07 -1.19
C 1.828 -4.246 3.210 0.50 -1.32 0.49
C 3.200 -4.576 3.153 -0.53 0.00 0.09
C 3.629 -5.776 3.721 -0.06 -0.08 -0.01
C 2.724 -6.667 4.337 -0.35 0.74 -0.45
C 1.362 -6.315 4.378 0.09 0.00 -0.11
C 0.914 -5.121 3.820 0.31 -0.04 -0.02
H 3.859 -3.865 2.648 0.04 -0.46 0.29
H 4.685 -6.032 3.662 -0.22 0.02 0.06
H 3.059 -7.629 4.744 -0.10 0.55 -0.15
H 0.620 -6.973 4.819 0.23 -0.04 0.04
H -0.131 -4.810 3.805 0.21 -0.40 0.23
```
Positions in Å, forces in eV/Å.

=====

No. 2
Here is a 2-piece molecular cluster, C6H7NO2 overall in a non-equilibrium geometry from OMol25. Energies are from ωB97M-V with the def2-TZVPD basis set.

Properties
multiplicity	1
Kohn-Sham gap (spin up / spin down)	7.661 / 9.280	eV
relative energy (zero: lowest compared OMol25 entry of this formula, charge and spin)	904.7	kJ/mol
E_LUMO (spin up / spin down)	-0.0435 / -0.0048	Ha
molar mass	125.13	g mol⁻¹

Geometry as XYZ:
```
16
Properties=species:S:1:pos:R:3:forces:R:3
C 1.165 -1.014 0.147 -0.64 -0.49 1.18
C -3.180 -0.412 -0.362 -3.09 -0.07 -3.57
C -2.859 -1.073 0.651 0.00 -0.87 1.67
C 2.224 0.112 0.271 -1.29 -0.94 -2.12
C 1.444 1.370 -0.158 2.34 -0.20 0.47
C -0.168 -0.296 0.154 -0.51 2.59 -1.70
N 0.024 1.139 0.105 -0.47 -0.24 0.77
O 1.176 -2.171 0.458 1.15 -0.22 -0.65
O -0.611 0.390 -0.993 1.45 -1.09 0.35
H -4.202 -0.609 -0.828 1.27 0.97 0.51
H -2.332 -0.034 -0.937 -0.74 0.57 -0.25
H -1.885 -1.185 1.000 1.96 -0.69 1.70
H 2.399 0.038 1.297 0.22 0.46 2.01
H 3.200 0.038 -0.180 0.12 -0.54 -0.55
H 1.848 2.079 0.582 -0.82 0.70 -0.77
H 1.757 1.628 -1.206 -0.95 0.06 0.95
```
Positions in Å, forces in eV/Å.

=====

No. 3
Here is C36H54CdN5O4P2 as an isolated structure from OMol25. Energies are from ωB97M-V with the def2-TZVPD basis set.

Properties
multiplicity	1
Kohn-Sham gap	6.233	eV
relative energy (zero: lowest compared OMol25 entry of this formula, charge and spin)	79.8	kJ/mol
E_LUMO	0.0911	Ha
molar mass	795.22	g mol⁻¹
net charge	-1

Geometry as XYZ:
```
102
Properties=species:S:1:pos:R:3:forces:R:3
Cd 0.154 -0.198 -0.333 -0.01 0.06 0.23
C 3.015 1.692 3.739 -0.02 -0.02 -0.03
C 2.422 0.772 2.678 -0.05 0.00 -0.04
C 1.516 -0.283 3.308 0.00 0.02 -0.04
P 1.505 1.569 1.268 0.02 -0.03 0.11
C 2.817 2.744 0.620 -0.01 -0.01 -0.08
C 2.761 4.223 0.994 -0.04 0.01 -0.03
C 2.979 2.664 -0.905 0.04 0.00 0.05
C 0.107 2.380 2.121 0.00 -0.01 0.00
C 0.281 3.475 2.969 0.02 0.01 0.00
C -0.732 3.993 3.756 -0.01 0.00 0.01
C -1.969 3.362 3.731 0.02 0.01 0.00
C -2.180 2.279 2.906 0.00 -0.02 0.01
C -1.181 1.767 2.043 0.00 0.01 0.03
N -1.424 0.653 1.273 0.03 0.07 -0.05
C -2.666 0.374 0.779 -0.05 0.01 0.01
C -3.678 1.326 0.513 0.02 0.00 0.01
C -4.875 0.966 -0.069 0.01 -0.01 -0.01
C -5.134 -0.356 -0.422 -0.02 0.00 0.00
C -4.160 -1.311 -0.175 0.04 0.04 0.02
C -2.945 -0.979 0.417 -0.06 -0.04 -0.07
P -1.534 -2.078 0.715 0.05 -0.10 0.10
C -1.776 -3.828 0.116 -0.03 0.04 -0.01
C -1.011 -4.047 -1.192 -0.01 0.01 0.01
C -3.163 -4.469 0.034 0.02 0.00 0.03
C -1.559 -2.234 2.572 -0.03 -0.01 0.00
C -0.500 -3.208 3.090 -0.03 0.00 -0.05
C -2.927 -2.563 3.165 0.01 0.02 -0.02
H 3.575 1.112 4.479 0.02 -0.01 -0.01
H 2.228 2.229 4.271 0.01 0.00 0.00
H 3.699 2.421 3.301 0.00 0.03 0.03
H 3.233 0.259 2.146 0.01 0.01 0.04
H 0.681 0.187 3.835 0.00 0.01 0.01
H 2.068 -0.901 4.022 0.00 0.00 0.00
H 1.087 -0.932 2.540 0.01 0.00 0.02
H 3.722 2.301 1.048 0.01 0.00 0.06
H 1.819 4.668 0.673 0.00 0.00 0.01
H 3.573 4.748 0.482 -0.02 0.02 -0.02
H 2.893 4.388 2.063 0.02 0.00 -0.01
H 2.190 3.203 -1.424 0.00 0.01 0.02
H 2.009 0.980 -1.173 -0.07 -0.11 -0.24
H 3.943 3.088 -1.186 0.01 -0.02 -0.03
H 1.252 3.942 3.023 0.00 -0.01 -0.01
H -0.550 4.851 4.391 0.00 0.00 0.00
H -2.775 3.708 4.368 0.00 0.00 0.00
H -3.141 1.784 2.925 0.00 0.00 0.00
H -3.487 2.367 0.741 0.00 0.00 0.00
H -5.615 1.734 -0.269 -0.01 0.00 0.00
H -6.075 -0.637 -0.876 0.00 0.00 -0.01
H -4.362 -2.336 -0.445 0.00 -0.01 -0.01
H -1.222 -4.362 0.895 0.03 -0.01 0.00
H -1.524 -3.572 -2.030 0.00 0.01 -0.01
H -0.946 -5.117 -1.410 0.00 0.00 0.00
H -0.001 -3.639 -1.135 0.00 0.00 -0.01
H -3.682 -4.164 -0.876 0.00 0.00 -0.01
H -3.798 -4.233 0.887 -0.02 0.01 -0.01
H -3.052 -5.556 -0.017 0.00 0.00 0.01
H -1.287 -1.220 2.876 0.02 -0.01 -0.01
H -0.856 -4.241 3.039 0.00 -0.01 -0.01
H -0.267 -2.995 4.135 0.00 0.00 0.00
H 0.429 -3.154 2.522 0.02 0.00 0.03
H -3.236 -3.578 2.902 0.00 -0.01 0.01
H -3.690 -1.868 2.815 -0.01 0.00 0.01
H -2.888 -2.506 4.256 0.01 0.00 0.00
C 4.566 -1.788 0.166 -0.02 0.03 0.02
C 3.480 -0.860 -0.337 0.00 0.16 -0.01
N 2.180 -1.265 -0.336 -0.07 -0.10 -0.16
O 2.004 -2.613 0.159 0.06 0.02 -0.06
C 3.895 0.364 -0.780 -0.05 -0.11 0.04
C 5.327 0.773 -0.954 -0.02 -0.01 0.00
N 2.949 1.274 -1.439 0.10 0.07 0.11
O 3.076 1.282 -2.813 0.02 0.00 0.03
H 4.149 -2.654 0.668 0.01 0.00 0.01
H 5.234 -1.261 0.849 0.01 0.00 -0.01
H 5.169 -2.140 -0.674 0.00 -0.03 0.01
H 1.812 -2.496 1.098 -0.02 -0.02 0.01
H 5.765 1.258 -0.070 0.01 0.02 -0.01
H 5.387 1.465 -1.795 0.00 0.00 0.00
H 5.968 -0.073 -1.208 0.00 0.00 0.02
N -2.380 1.693 -2.531 0.00 -0.01 -0.03
C -1.303 2.546 -3.038 -0.05 0.02 0.03
C -0.280 2.899 -1.949 0.04 -0.05 -0.09
O 0.184 4.041 -1.952 -0.02 0.04 0.02
O 0.031 1.978 -1.124 0.05 0.06 -0.01
H -3.144 1.651 -3.194 0.00 0.01 0.00
H -2.752 2.064 -1.666 0.01 -0.01 0.01
H -1.645 3.496 -3.458 -0.02 -0.01 -0.01
H -0.767 2.006 -3.828 0.02 0.00 0.02
C -0.941 -1.427 -6.764 0.00 0.01 0.01
C -0.723 -1.183 -5.297 0.00 0.00 0.00
C -1.748 -1.344 -4.372 0.01 0.00 -0.03
C -1.496 -1.106 -3.033 -0.01 0.01 0.03
N -0.297 -0.752 -2.573 0.01 -0.04 -0.05
C 0.693 -0.578 -3.454 0.07 0.03 -0.03
C 0.514 -0.781 -4.813 -0.01 -0.01 0.01
H -2.000 -1.543 -6.994 0.00 0.00 0.00
H -0.424 -2.334 -7.082 0.00 0.00 0.00
H -0.546 -0.601 -7.355 0.00 0.00 -0.01
H -2.743 -1.631 -4.688 0.00 0.00 0.00
H -2.290 -1.183 -2.300 0.00 0.00 0.01
H 1.657 -0.216 -3.092 -0.02 -0.02 0.02
H 1.348 -0.605 -5.480 0.00 0.00 0.00
```
Positions in Å, forces in eV/Å.

=====

No. 4
Here is an isolated ion of composition C4H8N3O and charge +1 in a non-equilibrium geometry from OMol25. Energies are from ωB97M-V with the def2-TZVPD basis set.

Properties
<S²>	2.048
multiplicity	3
Kohn-Sham gap (spin up / spin down)	6.905 / 7.811	eV
relative energy (zero: lowest compared OMol25 entry of this formula, charge and spin)	237.6	kJ/mol
E_LUMO (spin up / spin down)	-0.1127 / -0.2157	Ha
molar mass	114.13	g mol⁻¹
net charge	+1

Geometry as XYZ:
```
16
Properties=species:S:1:pos:R:3:forces:R:3
C 1.652 -1.408 -0.477 -2.16 -0.54 1.58
C 0.714 -0.519 -0.072 1.88 -1.75 -1.66
C -1.858 1.603 0.441 -2.37 -3.14 -1.03
C -2.733 0.372 0.249 0.39 -0.49 -0.74
N 0.012 0.470 -0.056 -0.16 -1.99 -0.18
N -0.607 1.485 0.325 2.65 4.34 0.96
N 3.320 -1.408 -0.510 1.95 -0.23 -2.86
O -2.476 2.668 0.837 0.95 2.12 0.33
H 1.618 -2.510 -0.541 -1.15 0.77 0.02
H -2.119 -0.532 0.493 -0.57 0.82 0.38
H -3.056 0.073 -0.815 0.13 1.29 1.50
H -3.533 0.566 0.959 -0.49 -0.74 -0.37
H 3.533 -2.073 -1.380 -0.26 2.00 2.17
H 3.804 -1.855 0.291 -0.32 0.69 -0.22
H 3.626 -0.430 -0.733 0.27 -1.25 0.48
H -1.899 3.496 0.987 -0.75 -1.90 -0.37
```
Positions in Å, forces in eV/Å.

=====

What is the formula in the second record? C6H7NO2

=====

molar mass of number 4 (C4H8N3O)? 114.13 g mol⁻¹

=====

Repeat the fourth record exactly.
Here is an isolated ion of composition C4H8N3O and charge +1 in a non-equilibrium geometry from OMol25. Energies are from ωB97M-V with the def2-TZVPD basis set.

Properties
<S²>	2.048
multiplicity	3
Kohn-Sham gap (spin up / spin down)	6.905 / 7.811	eV
relative energy (zero: lowest compared OMol25 entry of this formula, charge and spin)	237.6	kJ/mol
E_LUMO (spin up / spin down)	-0.1127 / -0.2157	Ha
molar mass	114.13	g mol⁻¹
net charge	+1

Geometry as XYZ:
```
16
Properties=species:S:1:pos:R:3:forces:R:3
C 1.652 -1.408 -0.477 -2.16 -0.54 1.58
C 0.714 -0.519 -0.072 1.88 -1.75 -1.66
C -1.858 1.603 0.441 -2.37 -3.14 -1.03
C -2.733 0.372 0.249 0.39 -0.49 -0.74
N 0.012 0.470 -0.056 -0.16 -1.99 -0.18
N -0.607 1.485 0.325 2.65 4.34 0.96
N 3.320 -1.408 -0.510 1.95 -0.23 -2.86
O -2.476 2.668 0.837 0.95 2.12 0.33
H 1.618 -2.510 -0.541 -1.15 0.77 0.02
H -2.119 -0.532 0.493 -0.57 0.82 0.38
H -3.056 0.073 -0.815 0.13 1.29 1.50
H -3.533 0.566 0.959 -0.49 -0.74 -0.37
H 3.533 -2.073 -1.380 -0.26 2.00 2.17
H 3.804 -1.855 0.291 -0.32 0.69 -0.22
H 3.626 -0.430 -0.733 0.27 -1.25 0.48
H -1.899 3.496 0.987 -0.75 -1.90 -0.37
```
Positions in Å, forces in eV/Å.

=====

What is the multiplicity in the third record? 1